*i*
# C5H6N2

A single C5H6N2 molecule (ωB97M-V/def2-TZVPD, the OMol25 dataset).

Positions of all 13 atoms, in Å:
1 N -1.6053 -1.6831 0.7905
2 C -0.9438 -0.8241 1.4210
3 C -0.2611 -1.2393 0.2208
4 C -0.2249 -0.3396 -0.9946
5 C 0.7875 0.7897 -0.8100
6 C 0.7022 1.7512 0.2670
7 N 1.5545 0.8639 0.5090
8 H 0.5522 -1.9620 0.2976
9 H -1.2312 0.0673 -1.1635
10 H 0.0382 -0.9144 -1.8898
11 H 1.3794 1.0483 -1.6879
12 H -1.0281 -0.1841 2.2907
13 H 0.2802 2.6263 0.7493

**SMILES**: C1=N[C@H]1C[C@H]1C=N1
**Net charge**: 0

In the Mulliken picture, each atom carries the following charge in e: N -0.5427; C -0.1797; C 0.0056; C -0.6921; C 0.1299; C -0.3225; N -0.4514; H 0.3625; H 0.3006; H 0.3167; H 0.4122; H 0.3312; H 0.3298

***

*ii*
# C5H6N2

A single C5H6N2 molecule (ωB97M-V/def2-TZVPD, the OMol25 dataset).

Positions of all 13 atoms, in Å:
1 C -1.4441 -0.5658 0.0470
2 C -2.3703 0.5157 -0.2975
3 C 0.3101 1.0269 0.5731
4 N 1.5895 1.2591 0.4809
5 C 2.1152 0.0893 -0.0116
6 C 1.1379 -0.8488 -0.2086
7 N -0.0375 -0.2244 0.1640
8 H -1.6623 -1.1083 -0.9084
9 H -1.7886 -1.2254 0.8507
10 H -1.7612 1.2465 -0.8749
11 H -0.4542 1.7063 0.9369
12 H 3.1765 0.0018 -0.1999
13 H 1.1893 -1.8728 -0.5517

**Net charge**: 0

In the Mulliken picture, each atom carries the following charge in e: C -0.1842; C -0.6440; C -0.1785; N -0.6143; C -0.4099; C -0.2384; N 0.1524; H 0.3125; H 0.3462; H 0.2786; H 0.4178; H 0.3802; H 0.3818

***

Stability check: which of them is most stable? *i*.

***

*i*
# C5H6N2

C5H6N2 as an isolated structure (ωB97M-V/def2-TZVPD, the OMol25 dataset).

Positions of all 13 atoms, in Å:
1 C -2.3378 -0.5560 -0.1129
2 C 0.1977 0.3337 -1.0133
3 C -1.5689 -0.5700 -1.2746
4 C 0.9363 0.7926 0.0895
5 C 1.6719 -0.0680 1.1716
6 N -2.6743 0.4504 -0.7985
7 N 1.2968 0.7388 -1.4390
8 H -2.3670 -1.0227 0.8732
9 H -1.6776 -1.1180 -2.1855
10 H 0.9381 1.8373 0.4044
11 H 2.8011 -0.0004 1.0857
12 H 1.3663 -1.1242 1.0925
13 H 1.4175 0.3064 2.1070

**Net charge**: 0

In the Mulliken picture, each atom carries the following charge in e: C 0.0178; C 0.0858; C -0.1423; C 0.1181; C -1.1049; N -0.3952; N -0.5245; H 0.2899; H 0.3853; H 0.3452; H 0.2749; H 0.2850; H 0.3650

***

*ii*
# C5H6N2

A single C5H6N2 molecule (ωB97M-V/def2-TZVPD, the OMol25 dataset).

Positions of all 13 atoms, in Å:
1 C 0.8723 1.2219 -0.0540
2 C -0.5566 0.8565 0.0363
3 C -0.6709 -0.8411 -0.1591
4 C 0.6967 -1.2124 -0.1499
5 C 1.4867 -0.1343 0.1382
6 N -1.5747 1.5721 0.0647
7 N -1.8161 -1.3397 -0.0364
8 H -2.4480 1.0376 0.1050
9 H -1.8397 -2.3271 0.2148
10 H 1.1507 1.9120 0.7463
11 H 1.1351 1.6961 -1.0044
12 H 1.0393 -2.2229 -0.3274
13 H 2.5252 -0.2187 0.4259

**SMILES**: [H]/N=C1/CC=C/C1=N\[H]
**Net charge**: 0

In the Mulliken picture, each atom carries the following charge in e: C -0.4626; C 0.1951; C 0.5977; C -0.5014; C -0.3649; N -0.6638; N -0.6408; H 0.2911; H 0.2382; H 0.2509; H 0.2641; H 0.3977; H 0.3987

***

*iii*
# C5H6N2

A single C5H6N2 molecule (ωB97M-V/def2-TZVPD, the OMol25 dataset).

Positions of all 13 atoms, in Å:
1 N -1.1379 1.6300 0.0911
2 C -2.0928 1.1960 0.6607
3 C -0.8797 0.4531 -0.8424
4 C 0.5054 0.0273 -0.9670
5 C 1.2085 0.0483 0.3851
6 C 0.1073 -0.9257 0.8573
7 N -0.5592 -0.9269 -0.4802
8 H -1.5235 0.4899 -1.7146
9 H 0.9682 -0.0509 -1.9454
10 H 2.2028 -0.4013 0.3451
11 H 1.2510 1.0215 0.8843
12 H 0.4779 -1.9308 1.0700
13 H -0.5534 -0.6120 1.6748

**Net charge**: 0

In the Mulliken picture, each atom carries the following charge in e: N -0.2359; C -0.1224; C 0.1887; C -0.2090; C -0.6581; C -0.3658; N -0.5048; H 0.4152; H 0.3532; H 0.2925; H 0.2744; H 0.3078; H 0.2643

***

*iv*
# C5H6N2

A single C5H6N2 molecule (ωB97M-V/def2-TZVPD, the OMol25 dataset).

Positions of all 13 atoms, in Å:
1 C -0.0971 -1.1749 0.7797
2 C -0.1067 0.0786 -0.0309
3 C 1.9709 1.0795 0.2354
4 N 0.7212 1.1653 0.3422
5 N 0.4583 -1.1269 -0.6153
6 C -1.4463 0.4854 -0.3877
7 C -2.5447 0.7762 -0.7615
8 H -0.1319 -1.5236 -1.3415
9 H 0.6373 -1.2435 1.5736
10 H -1.0134 -1.7302 0.9406
11 H 2.5010 0.2044 -0.1476
12 H 2.5553 1.9490 0.5011
13 H -3.5038 1.0608 -1.0880

**SMILES**: C#C[C@@]1(N=C)CN1
**Net charge**: 0

In the Mulliken picture, each atom carries the following charge in e: C -0.6146; C 0.7699; C -0.3705; N -0.5013; N -0.6348; C -0.8433; C 0.3447; H 0.2791; H 0.2458; H 0.3116; H 0.2948; H 0.2830; H 0.4355

***

Stability check: which of them is most stable? *ii*.

***

*i*
# C5H6N2

A single C5H6N2 molecule (ωB97M-V/def2-TZVPD, the OMol25 dataset).

Positions of all 13 atoms, in Å:
1 N -0.6586 -0.8749 2.6632
2 C -0.7179 -0.9777 1.5114
3 C -0.9886 -0.9049 0.0905
4 C -0.7653 0.4544 -0.5099
5 C 0.5582 1.0991 -0.0425
6 C 1.2276 -0.2016 -0.5333
7 N -0.0603 -0.7483 -1.0277
8 H -1.7830 -1.5891 -0.2164
9 H -1.5805 0.9889 -0.9909
10 H 0.8548 1.9756 -0.6316
11 H 0.6692 1.3424 1.0183
12 H 1.9002 -0.0994 -1.3872
13 H 1.6926 -0.8286 0.2319

**SMILES**: N#C[C@H]1[C@H]2CCN21
**Net charge**: 0

In the Mulliken picture, each atom carries the following charge in e: N -0.4628; C 0.1672; C 0.1000; C -0.1375; C -0.6699; C -0.3333; N -0.5080; H 0.3676; H 0.3452; H 0.2729; H 0.2939; H 0.2933; H 0.2714

***

*ii*
# C5H6N2

A single C5H6N2 molecule (ωB97M-V/def2-TZVPD, the OMol25 dataset).

Positions of all 13 atoms, in Å:
1 C 3.5186 0.0145 0.1802
2 C 2.3370 -0.1484 0.0141
3 C -0.7715 -1.5866 0.1988
4 C -1.2898 -0.1170 0.1501
5 C 0.0461 0.5544 0.0141
6 N 0.4641 -1.7235 -0.0731
7 N 1.0500 -0.4577 -0.3141
8 H 4.5062 0.2952 0.2230
9 H -1.5545 -2.3356 0.1701
10 H -1.9545 -0.1988 -0.7161
11 H -1.9169 0.0763 0.9961
12 H 0.0371 1.2841 -0.8053
13 H 0.2827 0.9809 0.9883

**SMILES**: C#CN1CCC=N1
**Net charge**: 0

In the Mulliken picture, each atom carries the following charge in e: C -0.3667; C -0.1268; C -0.0892; C -0.4729; C -0.5816; N -0.6390; N 0.2408; H 0.4667; H 0.3747; H 0.2407; H 0.3147; H 0.3130; H 0.3256

***

*iii*
# C5H6N2

A single C5H6N2 molecule (ωB97M-V/def2-TZVPD, the OMol25 dataset).

Positions of all 13 atoms, in Å:
1 N 2.2697 0.1957 1.7306
2 C 1.7658 0.2320 0.6991
3 C 1.1414 0.3125 -0.6117
4 C 0.0758 -0.6299 -1.0511
5 C -0.7724 -0.9885 0.1854
6 C -1.0270 0.5057 0.4032
7 N -0.1145 1.0177 -0.6649
8 H 1.8380 0.6041 -1.3913
9 H -0.4670 0.0873 -1.7518
10 H -1.6537 -1.5794 -0.0635
11 H -0.2482 -1.4931 1.0076
12 H -2.0513 0.7913 0.1483
13 H -0.7569 0.9446 1.3601

**SMILES**: N#C[C@H]1[C@H]2CCN21
**Net charge**: 0

In the Mulliken picture, each atom carries the following charge in e: N -0.4238; C -0.0624; C 0.3363; C -0.2605; C -0.5322; C -0.5127; N -0.4256; H 0.3139; H 0.3508; H 0.3200; H 0.2585; H 0.3072; H 0.3306

***

Stability check: which of them is most stable? *i*.